{"formula": "C26H45B2F9N6O11P", "method": "ωB97M-V/def2-TZVPD", "e_tot_ha": -3463.6159, "homo_lumo_gap_ev": 7.82, "e_lumo_ev": -3.050, "fmax_ev_per_a": 2.282, "charge": 1, "spin_multiplicity": 1, "homo_energy_ev": -10.9, "elements": ["C", "C", "C", "O", "C", "C", "C", "C", "N", "C", "B", "O", "O", "N", "C", "C", "C", "C", "C", "C", "C", "O", "O", "B", "N", "O", "C", "O", "C", "O", "N", "C", "O", "F", "C", "C", "C", "N", "P", "N", "O", "H", "H", "H", "H", "H", "H", "H", "H", "H", "H", "H", "H", "H", "H", "H", "H", "H", "H", "H", "H", "H", "H", "H", "H", "H", "H", "H", "H", "H", "H", "H", "H", "H", "H", "H", "H", "H", "H", "H", "H", "H", "C", "C", "C", "F", "F", "F", "F", "O", "C", "C", "F", "F", "F", "F", "H", "H", "H", "H"], "coordinates": [[-1.2823, 5.1959, -3.5806], [-1.3831, 3.6754, -3.4626], [-0.3108, 3.1706, -2.4917], [0.3978, 2.0444, -2.9539], [-0.2292, 0.7990, -2.9263], [-0.2152, 0.0282, -1.5714], [1.1165, 0.4368, -0.9073], [2.4303, 0.3286, -1.6468], [3.3575, -0.4429, -1.2871], [-1.3345, 0.5423, -0.6251], [-2.6963, 1.1246, -1.2438], [-3.6544, 0.4378, -1.9467], [-2.9821, 2.4517, -0.9819], [-1.4302, -0.2421, 0.6625], [-2.0101, 0.6355, 1.7500], [-0.8385, 1.2332, 2.5714], [-3.1063, 0.1633, 2.7166], [-4.4032, 0.9910, 2.5724], [-1.7773, -1.6766, 0.5135], [-1.6464, -2.4803, 1.8610], [-0.6851, -1.9964, 2.9270], [0.4359, -1.5794, 2.7500], [-1.1867, -2.1437, 4.1963], [-3.3345, -1.9501, 0.2240], [-3.9637, -3.2383, 0.1475], [-4.1668, -0.8501, 0.2952], [-0.7505, -2.3038, -0.4861], [0.5109, -2.2666, 0.1529], [-1.0269, -3.7888, -0.8257], [-1.9306, -4.1830, -1.5156], [-0.0021, -4.7435, -0.4007], [-0.4799, -5.5847, 0.6318], [-1.5145, -6.2021, 0.6988], [0.3758, -5.5901, 1.6694], [-0.4357, -1.5053, -1.8303], [-1.5525, -1.7405, -2.8824], [-1.1566, -1.9302, -4.3339], [-1.6355, -2.8357, -5.0820], [1.2054, -2.4159, -2.4423], [1.7703, -1.5791, -3.8151], [0.6322, -3.8362, -3.0861], [-1.9247, 5.5854, -4.3594], [-1.5042, 5.6745, -2.6346], [-0.2628, 5.4634, -3.8436], [-1.1846, 3.2496, -4.4402], [-2.3851, 3.4677, -3.1068], [-0.6907, 3.0858, -1.4751], [0.4209, 3.9671, -2.4255], [-1.2026, 0.8283, -3.4275], [0.3799, 0.1770, -3.5685], [1.3015, -0.0393, 0.0506], [1.0630, 1.4921, -0.6405], [2.6100, 0.8943, -2.5500], [3.0769, -0.9658, -0.4575], [-0.8846, 1.4412, -0.2161], [-3.9884, 0.9809, -2.6674], [-3.8430, 2.5376, -0.5625], [-0.4428, -0.3040, 0.9513], [-2.3869, 1.5655, 1.3546], [-0.5951, 0.6399, 3.4422], [-1.1494, 2.1974, 2.9545], [0.0292, 1.4357, 1.9478], [-2.7899, 0.3483, 3.7374], [-3.4349, -0.8662, 2.6919], [-4.5299, 1.3153, 1.5452], [-4.3793, 1.8758, 3.1964], [-5.2582, 0.3771, 2.8132], [-1.3556, -3.5114, 1.6707], [-2.6000, -2.6144, 2.3507], [-1.5451, -1.3076, 4.5131], [-4.3842, -3.4671, -0.7423], [-3.4191, -4.0236, 0.4729], [-4.8415, -0.9236, -0.3902], [0.5833, -2.8707, 0.8976], [0.2139, -5.3217, -1.2078], [-2.2134, -2.5648, -2.6544], [-2.2353, -0.8989, -2.9750], [-0.4643, -1.2466, -4.8089], [-2.2923, -3.4254, -4.5711], [1.4165, -1.8722, -4.7156], [2.7795, -1.5441, -3.7980], [0.4823, -3.7795, -4.0376], [4.5113, 0.8580, 3.3625], [4.0925, 1.5852, 2.0628], [5.1439, 1.7763, 0.9544], [6.1967, 2.4929, 1.3623], [4.5846, 2.4447, -0.0840], [3.5110, 2.7601, 2.3812], [3.1069, 0.8057, 1.5096], [4.8534, 1.5981, 4.5381], [6.1167, 2.1030, 4.8071], [6.1445, 3.6394, 4.8711], [5.6669, 4.1984, 3.7473], [7.4190, 4.0473, 5.0333], [7.0339, 1.6013, 3.9649], [6.4454, 1.6716, 6.0388], [3.6072, 0.3331, 3.6698], [5.2465, 0.0804, 3.1581], [5.4975, 0.8107, 0.5816], [5.5420, 3.9883, 5.7122]], "lowdin_charge": [-0.095, -0.211, -0.201, -0.108, -0.158, -0.272, -0.113, -0.257, 0.106, -0.036, -0.609, 0.161, 0.158, 0.073, -0.237, 0.006, -0.176, -0.056, -0.121, 0.009, -0.452, 0.146, 0.108, -0.569, 0.229, 0.147, -0.297, -0.066, -0.346, 0.144, 0.155, -0.482, 0.184, 0.132, -0.265, -0.125, -0.262, 0.123, 0.993, -0.144, -0.277, 0.074, 0.079, 0.078, 0.120, 0.087, 0.110, 0.127, 0.137, 0.096, 0.094, 0.128, 0.115, 0.043, 0.128, 0.137, 0.124, 0.136, 0.126, 0.075, 0.105, 0.092, 0.108, 0.098, 0.060, 0.085, 0.086, 0.129, 0.123, 0.109, 0.107, 0.074, 0.131, 0.095, 0.150, 0.101, 0.100, 0.092, 0.061, 0.045, 0.050, 0.048, -0.031, -0.420, -0.315, 0.114, 0.087, 0.130, 0.071, 0.040, -0.536, -0.294, 0.104, 0.108, 0.157, 0.150, 0.143, 0.147, 0.169, 0.175]}

***

{"formula": "C26H45Cl3HfO2P2", "method": "ωB97M-V/def2-TZVPD", "e_tot_ha": -3278.9809, "homo_lumo_gap_ev": 7.15, "e_lumo_ev": -7.018, "fmax_ev_per_a": 2.803, "e_above_lowest_kcal_mol": 0.0, "charge": 2, "spin_multiplicity": 1, "homo_energy_ev": -14.2, "elements": ["Hf", "C", "C", "C", "C", "C", "C", "H", "H", "H", "C", "H", "H", "H", "C", "H", "H", "H", "C", "H", "H", "H", "C", "H", "H", "H", "C", "C", "C", "C", "C", "C", "C", "C", "H", "H", "H", "H", "H", "H", "H", "H", "H", "H", "H", "H", "P", "C", "H", "H", "H", "C", "H", "H", "H", "C", "H", "H", "H", "P", "C", "H", "H", "H", "C", "H", "H", "H", "C", "H", "H", "H", "Cl", "C", "Cl", "Cl", "C", "O", "O"], "coordinates": [[-0.0620, 0.3381, 0.4664], [-0.3014, -2.2240, 0.7227], [0.7371, -2.4025, -0.2361], [1.5565, -1.0436, 1.4617], [0.2268, -1.4745, 1.8502], [1.8500, -1.6470, 0.1817], [-1.5392, -3.0435, 0.7584], [-1.9640, -3.1510, -0.2537], [-2.3024, -2.5992, 1.4141], [-1.3141, -4.0584, 1.1370], [-0.2916, -1.4788, 3.2410], [-1.2947, -1.9055, 3.2986], [-0.3204, -0.4630, 3.6429], [0.3673, -2.0646, 3.8939], [2.5805, -0.4204, 2.3369], [3.2557, -1.1787, 2.7669], [2.1270, 0.1430, 3.1594], [3.1935, 0.2876, 1.7578], [3.2144, -1.7274, -0.3846], [3.7419, -2.6254, -0.0169], [3.8119, -0.8550, -0.0940], [3.1732, -1.7860, -1.4830], [0.7350, -3.4453, -1.2901], [0.8969, -4.4506, -0.8717], [1.5269, -3.2731, -2.0222], [-0.2204, -3.4600, -1.8202], [-1.2018, 0.2113, -3.5035], [-1.3338, -1.1085, -3.3243], [-1.1725, -2.0732, -4.4774], [0.2558, -2.3184, -5.0403], [1.3675, -1.5080, -4.4131], [1.4795, -0.2107, -4.6209], [0.4982, 0.5399, -5.4887], [-0.9094, 0.7836, -4.8702], [-1.7981, -1.7414, -5.3244], [0.2238, -2.1508, -6.1332], [-1.5564, -3.0547, -4.1578], [-1.6432, 0.3904, -5.5949], [-1.3948, 0.9391, -2.7060], [-1.6540, -1.5491, -2.3711], [-1.0505, 1.8739, -4.8239], [0.9276, 1.5265, -5.7259], [2.3131, 0.3965, -4.2354], [0.3619, 0.0238, -6.4567], [0.4903, -3.3872, -4.9039], [2.0859, -2.1012, -3.8255], [-2.6917, 0.5362, 0.3940], [-3.1518, 0.2396, 2.1523], [-4.1495, 0.6555, 2.3605], [-2.4247, 0.7377, 2.8132], [-3.1447, -0.8409, 2.3616], [-3.0807, 2.3165, 0.1636], [-4.0909, 2.5430, 0.5422], [-3.0043, 2.5675, -0.9064], [-2.3541, 2.9198, 0.7346], [-3.9751, -0.3679, -0.5107], [-3.9314, -0.0921, -1.5718], [-4.9646, -0.1306, -0.0982], [-3.7822, -1.4439, -0.4053], [1.5151, 2.1759, -0.6900], [3.2279, 1.7157, -1.1836], [3.7037, 2.4855, -1.8149], [3.2013, 0.7491, -1.7184], [3.8246, 1.6007, -0.2609], [0.7925, 3.3330, -1.9250], [0.9517, 2.9815, -2.9580], [1.2247, 4.3399, -1.7956], [-0.2924, 3.3838, -1.7218], [1.9110, 3.3699, 0.6524], [2.6463, 4.0979, 0.2800], [2.3147, 2.8230, 1.5185], [0.9907, 3.8886, 0.9621], [0.0040, 3.9886, 5.0995], [-0.7894, 2.8083, 4.0715], [-1.4915, 1.4375, 5.0170], [-2.0778, 3.5977, 3.1169], [0.2363, 2.1089, 3.1370], [1.4133, 2.0734, 3.4675], [-0.2423, 1.5316, 2.0087]], "lowdin_charge": [1.497, -0.290, -0.212, -0.351, -0.363, -0.237, -0.029, 0.082, 0.065, 0.121, -0.016, 0.084, 0.025, 0.118, -0.014, 0.121, 0.069, 0.080, -0.015, 0.124, 0.071, 0.082, 0.005, 0.122, 0.069, 0.077, -0.133, -0.122, -0.168, -0.166, -0.123, -0.124, -0.170, -0.173, 0.120, 0.121, 0.109, 0.120, 0.065, 0.077, 0.105, 0.109, 0.099, 0.120, 0.112, 0.093, 0.752, -0.245, 0.080, -0.041, 0.044, -0.261, 0.075, 0.051, -0.025, -0.230, 0.054, 0.075, 0.043, 0.769, -0.238, 0.075, 0.026, 0.055, -0.234, 0.051, 0.070, 0.038, -0.248, 0.078, 0.038, 0.061, 0.713, -1.441, 0.695, 0.674, -0.668, 0.057, -0.299]}

***

{"formula": "C26H45ClErNP", "method": "ωB97M-V/def2-TZVPD", "e_tot_ha": -2888.8969, "homo_lumo_gap_ev": [3.29, 3.62], "e_lumo_ev": [2.244, 2.256], "fmax_ev_per_a": 3.466, "e_above_lowest_kcal_mol": 10.4, "charge": -1, "spin_multiplicity": 4, "homo_energy_ev": [-1.0, -1.4], "elements": ["Er", "P", "Cl", "C", "H", "H", "C", "C", "C", "H", "C", "H", "H", "C", "H", "H", "C", "H", "H", "C", "H", "H", "H", "H", "C", "C", "H", "C", "H", "H", "C", "H", "H", "C", "H", "H", "C", "H", "H", "H", "H", "C", "H", "C", "H", "H", "C", "H", "H", "C", "H", "H", "C", "H", "H", "H", "H", "C", "C", "H", "C", "H", "C", "H", "H", "C", "H", "H", "C", "H", "H", "H", "H", "N", "C"], "coordinates": [[2.8532, 1.6526, 0.2061], [-0.2344, 0.2433, -2.1595], [1.9750, 3.8203, -0.3779], [-1.4719, -0.5768, -0.9976], [-2.4856, -0.3148, -1.3496], [-1.3107, -0.0296, -0.0538], [1.7197, 0.5742, -2.1149], [-0.9180, 1.9957, -2.2114], [2.2078, 0.7846, -3.5725], [1.7297, 1.6099, -1.6050], [3.6960, 1.1233, -3.6347], [2.0097, -0.1283, -4.1573], [1.6351, 1.5871, -4.0635], [4.5390, 0.0538, -2.9404], [3.9869, 1.1979, -4.6916], [3.8692, 2.1201, -3.2066], [4.1089, -0.0809, -1.4569], [4.4013, -0.9110, -3.4509], [5.6066, 0.3087, -3.0065], [2.6079, -0.4251, -1.3613], [4.6752, -0.8705, -0.9489], [4.4738, 0.8807, -0.9642], [2.4411, -1.4172, -1.7952], [2.2733, -0.5687, -0.2885], [-0.7124, -0.6795, -3.7098], [-2.4371, 2.0301, -2.4626], [-0.7193, 2.3160, -1.1701], [-3.0171, 3.4544, -2.4790], [-2.6712, 1.5362, -3.4202], [-2.9661, 1.4706, -1.6824], [-2.2541, 4.4132, -3.3929], [-4.0689, 3.4028, -2.7810], [-2.9973, 3.8469, -1.4533], [-0.7456, 4.3846, -3.1265], [-2.4388, 4.1427, -4.4407], [-2.6285, 5.4335, -3.2529], [-0.1590, 2.9663, -3.1329], [-0.2221, 4.9915, -3.8771], [-0.5357, 4.8410, -2.1495], [-0.1613, 2.5834, -4.1660], [0.8859, 3.0605, -2.8137], [0.0848, -1.9847, -3.8685], [-1.7575, -0.9693, -3.4937], [-0.5540, -2.8881, -4.9293], [1.1254, -1.7658, -4.1526], [0.1206, -2.5400, -2.9264], [-0.7759, -2.1740, -6.2688], [0.0782, -3.7720, -5.0729], [-1.5202, -3.2461, -4.5453], [-1.4076, -0.7844, -6.1205], [0.1905, -2.0771, -6.7829], [-1.4105, -2.7969, -6.9091], [-0.7422, 0.0855, -5.0392], [-1.3792, -0.2545, -7.0791], [-2.4670, -0.9051, -5.8529], [0.2789, 0.3379, -5.3581], [-1.2904, 1.0327, -4.9444], [0.0322, -2.5197, -0.4275], [-1.4003, -2.0481, -0.7454], [0.7742, -2.5024, -1.2277], [-2.4005, -2.4090, 0.3825], [-1.7174, -2.5903, -1.6573], [-1.7562, -2.3176, 1.7714], [-3.2850, -1.7584, 0.3415], [-2.7381, -3.4400, 0.2053], [-0.6439, -3.3584, 1.8722], [-1.3233, -1.3179, 1.9343], [-2.5131, -2.4890, 2.5511], [0.4798, -3.0207, 0.8552], [-0.2319, -3.3963, 2.8862], [-1.0461, -4.3506, 1.6387], [1.1604, -2.2842, 1.3265], [1.0930, -3.9199, 0.6704], [0.1058, 0.3416, 1.7704], [0.9222, 0.8186, 1.0704]], "lowdin_charge": [0.276, 1.226, -0.143, -0.277, 0.071, 0.063, -0.376, -0.354, -0.206, -0.016, -0.198, 0.091, 0.088, -0.192, 0.112, 0.108, -0.267, 0.116, 0.108, -0.287, 0.108, -0.006, 0.120, 0.054, -0.369, -0.198, 0.118, -0.195, 0.108, 0.094, -0.210, 0.107, 0.119, -0.193, 0.109, 0.105, -0.229, 0.112, 0.104, 0.095, 0.056, -0.201, 0.119, -0.191, 0.104, 0.073, -0.206, 0.111, 0.115, -0.196, 0.110, 0.103, -0.203, 0.106, 0.114, 0.104, 0.088, -0.190, -0.416, 0.005, -0.175, 0.098, -0.219, 0.099, 0.106, -0.207, 0.061, 0.099, -0.311, 0.097, 0.095, 0.073, 0.087, 0.000, -0.400]}

***

> Which of these has the lowest charge?

C26H45ClErNP